[1]
Below is a cluster of 3 separate species, C19H45F3NO10P2 in total in a non-equilibrium geometry, with properties calculated with the ωB97M-V functional and the def2-TZVPD basis.

Last column: Mulliken charge in e.
Positions of all 80 atoms, in Å:
C: -4.028 2.024 -3.511  -1.422
C: -2.563 2.656 -3.293  1.821
O: -1.874 2.499 -4.556  -0.560
C: -2.763 4.174 -2.847  -1.494
N: -1.796 4.657 -1.796  0.103
C: -1.988 4.053 -0.429  -0.686
C: -0.911 2.949 -0.024  -0.128
O: 0.458 3.349 -0.212  -0.396
C: 1.047 2.759 -1.378  -0.028
C: 1.277 1.188 -1.284  0.648
F: 2.440 0.852 -1.986  -0.261
F: 1.249 0.689 0.008  -0.192
F: 0.216 0.583 -2.019  -0.230
H: -4.510 1.729 -2.514  0.310
H: -4.635 2.825 -4.043  0.416
H: -4.021 1.100 -4.161  0.275
H: -2.034 1.998 -2.534  -0.495
H: -0.981 2.874 -4.432  0.327
H: -2.568 4.818 -3.777  0.416
H: -3.850 4.390 -2.563  0.379
H: -1.976 5.675 -1.689  0.443
H: -0.812 4.602 -2.127  0.368
H: -1.899 4.902 0.330  0.414
H: -3.045 3.634 -0.327  0.290
H: -1.045 2.771 1.100  0.388
H: -1.200 1.977 -0.527  0.014
H: 0.500 2.957 -2.351  -0.126
H: 2.079 3.244 -1.493  0.422
O: 5.071 2.060 3.654  -0.725
P: 4.058 1.774 4.768  1.175
O: 4.943 0.601 5.521  -0.275
C: 6.106 0.984 6.243  -0.318
C: 5.785 1.904 7.407  -0.947
O: 3.069 0.847 3.804  -0.398
C: 2.847 1.248 2.454  -0.214
C: 3.668 0.380 1.513  -1.138
O: 2.877 1.667 5.998  -0.464
C: 2.102 0.498 6.275  -0.066
C: 2.835 -0.601 7.027  -0.965
H: 6.829 1.455 5.568  0.280
H: 6.561 0.066 6.623  0.310
H: 5.424 2.874 7.048  0.319
H: 6.671 2.072 8.021  0.400
H: 4.998 1.485 8.036  0.154
H: 3.082 2.308 2.318  0.280
H: 1.782 1.128 2.241  0.268
H: 4.695 0.263 1.859  0.397
H: 3.679 0.798 0.505  0.241
H: 3.238 -0.626 1.466  0.295
H: 1.626 0.101 5.378  0.193
H: 1.284 0.842 6.915  0.333
H: 3.492 -1.166 6.366  0.261
H: 2.120 -1.314 7.447  0.416
H: 3.438 -0.195 7.840  0.162
O: -3.250 -4.497 -4.976  -0.726
P: -3.247 -3.877 -3.574  1.134
O: -1.661 -3.410 -3.590  -0.228
C: -1.281 -2.323 -4.419  -0.706
C: -1.966 -1.029 -4.019  -0.542
O: -3.133 -5.334 -2.788  -0.386
C: -3.875 -6.452 -3.284  -0.392
C: -2.953 -7.401 -4.030  -1.100
O: -3.444 -3.125 -2.051  -0.458
C: -2.752 -3.513 -0.863  -0.233
C: -1.302 -3.061 -0.783  -0.598
H: -1.487 -2.560 -5.468  0.314
H: -0.199 -2.206 -4.313  0.324
H: -3.043 -1.082 -4.213  0.266
H: -1.556 -0.186 -4.579  0.472
H: -1.844 -0.832 -2.952  0.053
H: -4.698 -6.120 -3.923  0.339
H: -4.323 -6.961 -2.427  0.375
H: -2.292 -6.872 -4.718  0.284
H: -3.527 -8.142 -4.590  0.358
H: -2.308 -7.928 -3.320  0.301
H: -2.834 -4.583 -0.673  0.273
H: -3.292 -3.027 -0.045  0.336
H: -0.654 -3.689 -1.393  0.275
H: -0.939 -3.137 0.246  0.457
H: -1.186 -2.028 -1.116  -0.182

## Properties
E_LUMO = -3.62 eV
F_max = 0.1750 Eh/bohr
charge = +1

***

[2]
Below is a structure of composition C26H52BaN7O4P, with properties calculated with the ωB97M-V functional and the def2-TZVPD basis.

Last column: Mulliken charge in e.
Positions of all 91 atoms, in Å:
Ba: 0.651 -1.284 1.061  1.685
C: -0.156 1.604 -3.876  -1.702
C: -0.031 1.418 -2.364  0.531
C: -1.345 1.736 -1.634  -0.126
C: -1.203 2.691 -0.445  1.059
C: -0.643 4.044 -0.874  -1.654
C: -2.540 2.850 0.264  -1.672
N: -0.247 2.024 0.559  2.093
C: 0.365 2.937 1.572  -0.755
C: 0.643 2.264 2.906  -2.098
N: 1.446 1.030 2.960  0.912
C: 0.982 0.320 4.203  -0.505
C: 0.079 -0.767 3.640  -0.048
O: -0.923 -0.398 2.970  -0.422
O: 0.574 -1.921 3.545  -0.647
C: 2.924 1.214 2.992  -0.082
C: 3.622 -0.141 2.909  -1.496
C: 3.477 2.237 1.985  -2.258
C: 3.758 1.941 0.482  1.497
C: 3.790 3.300 -0.221  -2.009
C: 5.143 1.295 0.326  -1.621
N: 2.701 1.070 -0.157  0.175
C: 2.826 0.996 -1.631  -1.253
C: 1.924 -0.061 -2.253  -1.478
N: 0.491 0.088 -1.943  1.667
C: -0.305 -0.987 -2.567  -1.053
C: -0.459 -2.204 -1.654  -0.512
O: 0.583 -2.699 -1.193  -0.634
O: -1.616 -1.132 -0.127  -1.289
H: -0.359 2.653 -4.097  0.478
H: -0.975 1.021 -4.296  0.341
H: 0.761 1.333 -4.400  0.334
H: 0.713 2.138 -2.026  -0.552
H: -1.814 0.814 -1.285  -0.566
H: -2.043 2.219 -2.320  0.674
H: -1.240 4.414 -1.707  0.452
H: 0.393 3.987 -1.212  0.239
H: -0.702 4.789 -0.082  0.463
H: -3.253 3.322 -0.411  0.499
H: -2.464 3.484 1.149  0.377
H: -2.944 1.878 0.558  0.293
H: -0.797 1.292 1.028  0.336
H: 0.542 1.578 0.056  -1.065
H: -0.346 3.736 1.776  0.808
H: 1.231 3.375 1.092  0.193
H: -0.336 2.003 3.305  0.835
H: 1.057 3.037 3.570  0.136
H: 0.461 1.005 4.872  0.489
H: 1.812 -0.120 4.743  0.472
H: 3.176 1.641 3.974  0.513
H: 3.506 -0.615 1.928  0.252
H: 3.257 -0.844 3.655  0.429
H: 4.694 -0.022 3.062  0.448
H: 4.449 2.533 2.388  0.741
H: 2.881 3.144 2.069  0.607
H: 4.412 3.989 0.350  0.417
H: 2.793 3.743 -0.300  0.360
H: 4.217 3.236 -1.221  0.452
H: 5.901 1.917 0.802  0.487
H: 5.431 1.196 -0.720  0.446
H: 5.192 0.308 0.784  0.359
H: 2.946 0.133 0.156  0.283
H: 3.847 0.757 -1.941  0.499
H: 2.609 1.977 -2.049  0.674
H: 2.227 -1.054 -1.913  0.526
H: 2.107 -0.052 -3.336  0.381
H: 0.136 -1.326 -3.515  0.571
H: -1.299 -0.606 -2.799  0.595
C: -3.247 -5.341 -1.431  -0.696
N: -2.765 -5.071 0.008  0.141
C: -3.995 -4.626 0.837  -0.743
N: -4.625 -3.522 0.228  0.204
C: -5.065 -3.856 -1.117  -0.853
N: -3.930 -4.222 -1.963  0.201
C: -3.056 -3.091 -2.290  -1.385
P: -2.183 -2.448 -0.764  2.366
C: -1.665 -4.056 0.032  -1.545
C: -3.772 -2.321 0.238  -1.488
H: -3.912 -6.202 -1.360  0.356
H: -2.365 -5.596 -2.018  0.362
H: -2.413 -5.946 0.400  0.369
H: -3.627 -4.389 1.834  0.391
H: -4.653 -5.495 0.871  0.362
H: -5.577 -3.002 -1.555  0.372
H: -5.760 -4.697 -1.073  0.308
H: -3.665 -2.309 -2.750  0.356
H: -2.319 -3.411 -3.031  0.517
H: -1.445 -3.832 1.082  0.509
H: -0.780 -4.488 -0.431  0.360
H: -4.359 -1.480 -0.139  0.454
H: -3.513 -2.080 1.272  0.500

## Properties
E_LUMO = -4.43 eV
F_max = 0.0096 Eh/bohr
charge = +2
ΔE to the lowest compared entry with this formula, charge and spin = 39.3 kcal/mol

***

[3]
Below is a structure of composition C43H40ClIIrN7OPS, with properties calculated with the ωB97M-V functional and the def2-TZVPD basis.

Last column: Mulliken charge in e.
Positions of all 96 atoms, in Å:
Ir: -0.036 -0.144 -0.299  5.150
Cl: -7.075 -1.490 1.039  -0.170
C: -5.597 -0.724 0.677  0.999
C: -5.551 0.657 0.650  -0.573
C: -4.371 1.327 0.371  -0.068
I: -4.282 3.367 0.365  0.248
C: -3.161 0.595 0.108  -0.507
O: -2.080 1.159 -0.167  -0.279
C: -3.223 -0.870 0.158  -0.263
N: -2.059 -1.514 -0.045  0.466
C: -2.085 -2.836 0.033  0.049
C: -3.244 -3.578 0.258  -1.244
C: -4.432 -2.926 0.458  -1.453
C: -4.432 -1.525 0.425  0.300
H: -6.456 1.211 0.854  0.531
H: -1.145 -3.348 -0.080  -0.284
H: -3.183 -4.657 0.289  0.575
H: -5.346 -3.470 0.648  0.504
N: 2.398 -0.164 0.216  -0.499
C: 3.118 1.049 0.513  -1.354
C: 4.439 1.007 0.941  -0.304
C: 5.101 2.184 1.246  -0.898
C: 4.443 3.403 1.135  -0.746
C: 3.129 3.441 0.710  -0.031
C: 2.455 2.262 0.382  0.324
P: 0.755 2.263 -0.227  0.783
C: -0.022 3.561 0.784  1.014
C: 0.160 3.539 2.168  -0.683
C: -0.404 4.517 2.969  -0.834
C: -1.141 5.545 2.393  -0.561
C: -1.301 5.588 1.018  -0.726
C: -0.752 4.599 0.215  -0.991
C: 0.826 2.975 -1.892  0.721
C: 1.996 3.475 -2.451  -0.836
C: 1.990 3.986 -3.742  -0.823
C: 0.817 4.001 -4.480  -0.875
C: -0.357 3.504 -3.926  -0.983
C: -0.352 2.989 -2.642  -0.352
H: 2.323 -0.760 1.038  0.234
H: 2.885 -0.723 -0.477  0.318
H: 4.941 0.052 1.043  0.526
H: 6.129 2.150 1.579  0.431
H: 4.957 4.321 1.384  0.482
H: 2.614 4.391 0.631  0.565
H: 0.788 2.786 2.628  0.520
H: -0.246 4.491 4.038  0.483
H: -1.567 6.319 3.016  0.445
H: -1.846 6.404 0.561  0.514
H: -0.878 4.661 -0.856  0.401
H: 2.921 3.468 -1.891  0.434
H: 2.903 4.379 -4.167  0.465
H: 0.813 4.405 -5.483  0.449
H: -1.277 3.521 -4.497  0.476
H: -1.271 2.600 -2.214  0.426
C: 0.890 -5.646 2.618  -1.022
C: 1.967 -4.689 2.114  -0.696
C: 1.550 -3.973 0.872  0.389
N: 1.270 -2.720 0.824  -0.638
N: 0.868 -2.291 -0.426  0.530
C: 0.858 -3.264 -1.309  0.020
N: 0.455 -3.134 -2.581  -0.223
S: 1.351 -4.787 -0.654  -0.165
H: 1.206 -6.115 3.547  0.380
H: 0.688 -6.441 1.900  0.374
H: -0.043 -5.114 2.808  0.184
H: 2.900 -5.226 1.925  0.422
H: 2.186 -3.920 2.857  0.289
H: 0.260 -2.209 -2.933  -0.186
H: 0.571 -3.883 -3.238  0.227
C: -0.291 0.022 2.810  -2.263
C: -1.520 -0.559 3.120  1.300
C: -2.669 0.263 3.294  -0.125
C: -3.886 -0.283 3.632  -0.627
C: -4.015 -1.664 3.793  -0.635
C: -2.905 -2.492 3.618  -0.697
C: -1.679 -1.958 3.288  -0.307
H: 0.622 -0.557 2.788  0.533
H: -0.236 1.096 2.724  0.434
H: -2.559 1.337 3.191  0.408
H: -4.741 0.361 3.796  0.495
H: -4.968 -2.090 4.076  0.496
H: -3.008 -3.559 3.763  0.439
H: -0.812 -2.597 3.168  0.434
N: -2.104 -0.258 -3.083  -0.132
C: -0.833 -0.147 -3.567  -0.180
C: -0.581 -0.174 -4.949  -1.141
C: 0.711 -0.041 -5.390  -0.748
C: 1.745 0.110 -4.460  -0.956
C: 1.417 0.092 -3.130  -0.430
N: 0.158 -0.059 -2.668  1.505
H: -2.864 -0.101 -3.724  0.297
H: -2.241 0.077 -2.145  -0.016
H: -1.404 -0.274 -5.642  0.516
H: 0.922 -0.043 -6.451  0.478
H: 2.772 0.241 -4.766  0.528
H: 2.179 0.211 -2.372  0.010

## Properties
E_LUMO (alpha / beta) = -5.44 / -7.44 eV
F_max = 0.0082 Eh/bohr
2S+1 = 6
charge = +2
ΔE to the lowest compared entry with this formula, charge and spin = 0.0 kcal/mol
⟨S²⟩ = 8.831

***

Question: charge of number 1 (C19H45F3NO10P2)?
Answer: +1